# 1
5 unconnected molecules or ions with the total composition C30H39N7O3. Source: OMol25; level of theory: ωB97M-V/def2-TZVPD.

Results
spin multiplicity	1
HOMO-LUMO gap	7.50	eV
total charge	0
highest occupied orbital energy	-8.164	eV

Geometry (Å):
C 6.23052 -0.63183 -0.59210
C 4.73154 -0.82620 -1.01450
C 3.71405 -0.01308 -0.14556
O 2.43589 -0.60868 -0.29775
C 1.50440 -0.18627 0.69371
C 0.35789 0.64449 0.09976
C 0.49936 2.00553 0.10409
C -0.51803 2.88836 -0.41463
C -0.34332 4.40066 -0.36266
C -1.64596 2.28790 -0.93301
N -2.70743 3.06728 -1.47177
C -1.81820 0.85957 -0.95056
N -2.96043 0.36494 -1.50603
C -3.05338 -0.94825 -1.46071
C -2.03489 -1.77042 -0.87946
C -2.28448 -3.28996 -0.82576
O -3.44403 -3.69514 -1.54719
O -4.49494 -3.80173 -0.61930
N -0.89632 -1.34923 -0.37140
C -0.82256 0.01421 -0.42586
H 6.73213 -1.61157 -0.67403
H 6.35211 -0.28917 0.44974
H 6.80146 0.05112 -1.24132
H 4.66025 -0.54767 -2.07655
H 4.51536 -1.91190 -0.92454
H 3.66897 0.99741 -0.61385
H 4.05660 0.08059 0.89961
H 1.06753 -1.09894 1.13682
H 1.98521 0.40190 1.49244
H 1.41630 2.42553 0.52892
H -0.76082 4.76051 0.59811
H 0.71503 4.69913 -0.36183
H -0.89181 4.93116 -1.15230
H -3.04688 2.62436 -2.32500
H -2.36927 3.97626 -1.76849
H -3.95730 -1.39700 -1.88364
H -2.39298 -3.62441 0.21892
H -1.43311 -3.83270 -1.27438
H -4.83929 -2.90213 -0.47389
C -6.89495 -2.96167 2.98047
C -7.80508 -1.86576 2.99883
C -7.26041 -0.87249 2.22667
N -6.06188 -1.31565 1.75277
C -5.83188 -2.58843 2.20262
H -7.00972 -3.90969 3.47970
H -8.74871 -1.81546 3.51672
H -7.61861 0.11188 1.97440
H -5.44396 -0.78659 1.16350
H -4.93040 -3.11147 1.92786
C 3.97682 -4.68576 -0.19338
C 3.67567 -5.95170 -0.76255
C 4.72288 -6.78673 -0.47679
N 5.64652 -6.07404 0.23882
C 5.19676 -4.79392 0.41991
H 3.36573 -3.79791 -0.22974
H 2.79120 -6.21814 -1.31756
H 4.89124 -7.82229 -0.72045
H 6.51887 -6.43471 0.57889
H 5.78263 -4.07356 0.96652
C 5.51838 4.02790 -3.35342
C 6.84814 4.29958 -2.93553
C 6.95070 3.91328 -1.62545
N 5.73307 3.42419 -1.23248
C 4.86024 3.48695 -2.28226
H 5.09541 4.20739 -4.32816
H 7.63898 4.72755 -3.52943
H 7.78109 3.94446 -0.94011
H 5.51761 3.07090 -0.31816
H 3.84450 3.14173 -2.17800
C -5.47127 2.66837 3.36590
C -6.40589 3.43342 2.61913
C -5.86825 3.63281 1.37313
N -4.64478 3.02217 1.33804
C -4.39671 2.42759 2.54745
H -5.57576 2.33173 4.38430
H -7.36338 3.79507 2.95693
H -6.24947 4.15524 0.51176
H -4.02410 3.01160 0.54480
H -3.48039 1.88757 2.72027

# 2
A single C4H6N2O molecule. Source: OMol25; level of theory: ωB97M-V/def2-TZVPD.

Results
spin multiplicity	1
HOMO-LUMO gap	11.53	eV
total charge	0
highest occupied orbital energy	-11.366	eV

Geometry (Å):
H 2.97992 -0.85644 0.59092
N 2.20900 -1.22182 0.03342
C 1.42748 -0.29831 -0.32322
C 1.61582 1.10329 0.05887
N 1.75965 2.19366 0.41494
O 0.36238 -0.53378 -1.11080
C -0.89091 -0.74611 -0.43389
C -1.61423 0.55681 -0.16194
H -1.46787 -1.37640 -1.10943
H -0.70040 -1.32056 0.47949
H -1.78734 1.10458 -1.09357
H -2.57825 0.35084 0.31278
H -1.03808 1.19902 0.50864

# 3
A molecular structure, C15H38Cl2OSSi2TcTe. Source: OMol25; level of theory: ωB97M-V/def2-TZVPD.

Results
spin multiplicity	2
<S²>	0.772
HOMO-LUMO gap (alpha / beta)	6.77 / 6.44	eV
total charge	+4
highest occupied orbital energy (alpha / beta)	-21.302 / -21.262	eV

Geometry (Å):
Tc 0.12143 -0.72583 -0.12899
Cl -0.34966 1.52571 0.61156
C -0.90832 0.90516 2.22103
Cl -1.05077 -0.87570 2.00274
H -1.87727 1.33280 2.46410
H -0.13450 1.10439 2.95659
C 3.89967 -0.35570 -3.47768
C 3.64886 -1.65449 -2.72163
C 3.67341 -1.49279 -1.20686
S 2.45293 -0.26839 -0.64392
O 1.90487 -0.76919 0.74446
C 3.28729 1.33032 -0.41325
C 3.92119 1.46607 0.97213
C 5.07837 0.51878 1.25639
H 3.90662 -0.53516 -4.55070
H 4.86633 0.07990 -3.21932
H 3.12048 0.39362 -3.28677
H 4.43337 -2.37931 -2.94994
H 2.70588 -2.11861 -3.02483
H 4.62575 -1.12116 -0.82281
H 3.39320 -2.39332 -0.65533
H 2.52767 2.08638 -0.61566
H 4.02150 1.34112 -1.22395
H 3.14838 1.38004 1.73869
H 4.26172 2.50510 1.00035
H 4.74716 -0.51163 1.40954
H 5.58006 0.82154 2.17352
H 5.82697 0.54525 0.46195
C -4.05243 1.53426 -4.42808
Si -3.56844 -0.21051 -4.69253
C -3.11315 -0.15380 -6.91060
C -4.79995 -1.56784 -4.69186
C -1.85874 -0.69263 -3.99443
Te -1.78040 -1.21565 -1.90645
C -2.15354 -3.30171 -1.89123
Si -0.61550 -4.38075 -1.51792
C 0.47454 -4.41715 -3.00943
C -1.19322 -6.00153 -0.86296
C 0.22165 -3.34425 -0.15717
H -4.95862 1.77116 -4.99003
H -3.27205 2.24680 -4.69829
H -4.28999 1.67116 -3.36515
H -4.10792 0.13593 -7.23997
H -2.80645 -1.18033 -7.08721
H -2.35126 0.62028 -6.86400
H -5.69263 -1.27649 -5.25002
H -5.11971 -1.74545 -3.65610
H -4.41994 -2.50427 -5.10261
H -1.13713 0.11789 -4.11399
H -1.47355 -1.57774 -4.50755
H -2.64947 -3.56275 -2.82816
H -2.88568 -3.40212 -1.08478
H -0.02964 -4.93093 -3.83169
H 1.38550 -4.98465 -2.80189
H 0.76691 -3.42568 -3.36647
H -1.75007 -6.54281 -1.63196
H -1.83683 -5.90300 0.01267
H -0.34046 -6.62626 -0.58653
H 0.66052 -2.45750 -0.73545
H 1.13931 -3.78993 0.23586
H -0.42086 -3.15054 0.70029

# 4
8 unconnected molecules or ions with the total composition C15H44ClO11. Source: OMol25; level of theory: ωB97M-V/def2-TZVPD.

Results
spin multiplicity	1
HOMO-LUMO gap	9.96	eV
total charge	-1
highest occupied orbital energy	-7.206	eV

Geometry (Å):
Cl 0.24972 -0.91459 -0.19702
O 1.27194 0.00176 -0.71592
O -0.01824 -0.44236 1.14533
O -0.89453 -0.85543 -1.07267
O 0.76788 -2.25100 -0.22419
O -2.63719 -2.16707 2.14848
H -1.74347 -2.47501 1.94261
H -2.77958 -2.41717 3.06878
O -2.41481 0.79989 2.64184
H -1.50627 0.80712 2.31766
H -2.71523 -0.10096 2.45016
C -1.93530 2.35714 -0.84595
C -2.52879 3.62526 -1.43523
C -1.55702 4.78397 -1.32326
O -2.91693 3.38402 -2.80003
H -2.55284 1.50554 -1.14896
H -2.06064 2.22016 0.23373
H -0.91028 2.15120 -1.15412
H -3.40379 3.94068 -0.86093
H -1.87706 5.74877 -1.71520
H -0.56418 4.53116 -1.71759
H -1.33466 4.93080 -0.25939
H -2.12356 3.60428 -3.30358
C -2.40916 -6.66953 -1.34866
C -2.17701 -5.16925 -1.36184
C -3.36176 -4.39810 -0.82182
O -0.99219 -4.89766 -0.63409
H -1.64967 -7.24200 -1.88136
H -3.36099 -6.91339 -1.83129
H -2.49356 -7.07456 -0.33716
H -2.05890 -4.84869 -2.40910
H -4.24335 -4.69474 -1.40406
H -3.23202 -3.32360 -0.94714
H -3.60988 -4.66713 0.20684
H -0.83216 -3.94200 -0.66736
C 2.04644 3.54815 0.11014
C 1.95385 3.28203 1.64435
C 0.54344 3.38453 2.13739
O 2.43984 1.94850 1.84074
H 2.90005 3.08925 -0.37691
H 2.15440 4.62565 -0.09542
H 1.09051 3.28853 -0.34879
H 2.60360 3.97153 2.18604
H -0.15138 2.70312 1.63638
H 0.12846 4.38698 1.98647
H 0.48364 3.12077 3.19625
H 1.83160 1.36103 1.37356
C 3.43299 -2.24401 4.60015
C 2.26056 -1.67424 3.81500
C 1.54168 -0.48700 4.42687
O 2.76362 -1.34636 2.53079
H 3.30150 -2.39357 5.67377
H 4.20897 -1.47153 4.61750
H 3.70536 -3.15730 4.07986
H 1.49666 -2.44959 3.67068
H 2.17842 0.32774 4.78465
H 1.03787 -0.82801 5.34447
H 0.76496 -0.02446 3.81872
H 2.05526 -1.01735 1.96703
C 0.36010 0.66673 -4.11665
C 1.83289 0.36713 -4.43552
C 2.69493 1.55512 -3.98786
O 2.31765 -0.76976 -3.75479
H 0.08149 1.54877 -4.69676
H 0.20120 0.80658 -3.04146
H -0.37231 -0.12111 -4.31688
H 1.83396 0.25537 -5.51920
H 3.69977 1.32603 -4.35019
H 2.70619 1.63537 -2.90231
H 2.38905 2.51282 -4.41438
H 2.08824 -0.65490 -2.82123

# 5
A single C5H9N3O2 molecule. Source: OMol25; level of theory: ωB97M-V/def2-TZVPD.

Results
spin multiplicity	1
HOMO-LUMO gap	9.55	eV
total charge	0
highest occupied orbital energy	-9.291	eV

Geometry (Å):
C -0.01663 0.08040 -1.71441
N 0.40998 0.18746 -0.34008
C 1.45973 1.17022 -0.06982
N 1.38710 1.49146 1.31568
C 0.36065 1.01427 1.83063
C -0.53384 0.17767 0.71959
C -0.96920 -1.18484 1.21457
N -1.72989 1.06017 0.48336
O -1.55367 2.03478 -0.21459
O -2.77320 0.75339 1.01128
H 0.84565 -0.20770 -2.31567
H -0.77232 -0.69869 -1.79607
H -0.42415 1.01987 -2.10975
H 1.33349 2.10081 -0.64499
H 2.44367 0.75009 -0.30619
H 0.03975 1.11960 2.84742
H -0.09315 -1.81836 1.32226
H -1.65697 -1.64677 0.50867
H -1.47345 -1.09716 2.17293

# 6
A molecular structure, C2H14O7V. Source: OMol25; level of theory: ωB97M-V/def2-TZVPD.

Results
spin multiplicity	4
<S²>	3.755
HOMO-LUMO gap (alpha / beta)	5.64 / 6.44	eV
total charge	0
highest occupied orbital energy (alpha / beta)	-6.045 / -6.862	eV

Geometry (Å):
V 0.18461 0.47028 -0.25947
O -1.09328 -0.94962 0.61800
C -0.87305 -0.96304 2.00294
C 0.01788 0.18335 2.59975
O 0.79156 0.94831 1.71086
H -0.37092 -1.90027 2.30084
H -1.84498 -0.95108 2.51629
H 0.66460 -0.27601 3.36907
H -0.60111 0.87710 3.20784
O 1.37425 1.95886 -1.32707
H 1.41545 2.82437 -0.90756
H 2.10292 1.93444 -1.95203
O -0.32513 -2.66351 -1.36321
H -0.17936 -3.51493 -0.94070
H -0.66179 -2.08601 -0.63071
O -0.56181 0.02377 -2.34867
H -1.47775 0.08016 -2.63448
H -0.02620 0.17903 -3.13063
O -1.37093 2.19212 -0.17366
H -1.19625 2.55031 0.70714
H -1.96809 2.80596 -0.60613
O 1.81455 -0.95413 -0.75086
H 2.76327 -1.00598 -0.87943
H 1.42156 -1.76352 -1.12811

# 7
A gas-phase ion, C2H8NSe2 (charge +1). Source: OMol25; level of theory: ωB97M-V/def2-TZVPD.

Results
spin multiplicity	1
HOMO-LUMO gap	9.84	eV
total charge	+1
highest occupied orbital energy	-13.505	eV

Geometry (Å):
Se -0.20744 -1.63148 2.45910
C 0.20123 -0.02648 1.33011
N 0.39351 -0.25246 -0.14846
C -0.05638 0.90884 -1.04917
Se -1.85575 0.61933 -2.04303
H 1.19337 -2.36215 2.61440
H -0.78859 0.32928 1.44376
H 0.84083 0.73584 1.64813
H 1.38512 -0.46346 -0.34866
H -0.21541 -1.04994 -0.27561
H -0.14076 1.71685 -0.32346
H 0.43885 1.04421 -1.99066
H -1.18857 0.43161 -3.31645

# 8
A single C20H30N4O4 molecule. Source: OMol25; level of theory: ωB97M-V/def2-TZVPD.

Results
spin multiplicity	1
HOMO-LUMO gap	8.39	eV
total charge	0
highest occupied orbital energy	-7.716	eV

Geometry (Å):
C -0.10595 7.03195 0.83896
O -0.08822 5.64703 1.11599
C -0.15688 4.79864 0.04586
C -0.25685 5.19789 -1.28078
C -0.29721 4.24603 -2.28694
C -0.23926 2.87972 -2.02005
N -0.32612 1.95792 -3.05230
C -0.16376 2.48315 -0.67157
C -0.10489 1.03357 -0.31976
O 0.39810 0.19058 -1.06249
N -0.63683 0.67400 0.86965
C -0.54740 -0.69780 1.33913
C 0.87787 -1.09043 1.72513
C 1.09831 -2.58304 1.62862
O 0.17846 -3.20132 2.50086
C 1.14450 -3.09730 0.16522
N 2.58980 -3.26647 0.32890
C 3.65001 -3.19992 -0.50017
O 4.78855 -3.11368 -0.06507
C 3.31350 -3.19621 -1.99632
N 2.35050 -4.25959 -2.25329
C 2.96946 -5.56212 -2.06206
C 1.67847 -4.19477 -3.53728
C 2.97676 -1.73470 -2.40578
C 4.46540 -1.54896 -2.77179
C 4.61095 -3.08284 -2.83680
C 2.58619 -2.99224 1.76121
C -0.11322 3.44416 0.33291
H -0.03479 7.53483 1.79928
H 0.74308 7.32473 0.21472
H -1.03557 7.32882 0.34493
H -0.29523 6.24396 -1.54870
H -0.37466 4.57267 -3.31746
H 0.07798 1.05798 -2.83541
H -0.07739 2.31628 -3.95914
H -1.12621 1.35983 1.41473
H -1.22216 -0.80612 2.18550
H -0.91036 -1.35864 0.54890
H 1.58459 -0.59692 1.05619
H 1.10354 -0.76962 2.74584
H 0.24287 -4.15704 2.40251
H 0.62684 -4.04799 0.01490
H 0.83949 -2.38386 -0.60053
H 2.20880 -6.34075 -2.12889
H 3.74599 -5.77677 -2.81236
H 3.43222 -5.61932 -1.07582
H 1.01162 -5.05357 -3.62041
H 1.06731 -3.29719 -3.61092
H 2.36547 -4.22410 -4.39754
H 2.35478 -1.71004 -3.29919
H 2.52760 -1.08258 -1.65770
H 4.68006 -0.98569 -3.67813
H 5.03905 -1.13581 -1.94462
H 5.50759 -3.52635 -2.41180
H 4.44504 -3.45855 -3.84801
H 3.28874 -2.21720 2.07079
H 2.73896 -3.88483 2.37506
H 0.00485 3.15502 1.36972

Number 1: largest force on an atom 2.13 eV/Å. Number 2: largest force on an atom 1.00 eV/Å. Number 3: largest force on an atom 0.48 eV/Å. Number 4: largest force on an atom 2.78 eV/Å. Number 5: largest force on an atom 2.88 eV/Å. Number 6: largest force on an atom 1.82 eV/Å. Number 7: largest force on an atom 2.50 eV/Å. Number 8: largest force on an atom 0.16 eV/Å.